{"formula": "C4H5ClN2O", "method": "wB97M-V/def2-TZVPD", "fmax_ev_per_a": 1.41, "smiles": "[H]/N=c1/[nH]c(Cl)c(C)o1", "de_lowest_kcal_mol": 15.0, "lumo_energy_ev": 0.66, "elements": ["H", "N", "C", "N", "C", "Cl", "C", "C", "O", "H", "H", "H", "H"], "xyz": [[-1.608, -2.498, -1.913], [-1.760, -2.237, -0.917], [-0.984, -1.286, -0.620], [-0.877, -0.671, 0.607], [0.093, 0.321, 0.543], [0.481, 1.299, 1.880], [0.597, 0.330, -0.711], [1.635, 1.125, -1.396], [-0.061, -0.658, -1.431], [-1.435, -0.906, 1.372], [1.223, 1.671, -2.242], [2.051, 1.841, -0.689], [2.485, 0.489, -1.768]], "forces_ev_per_angstrom": [[-0.229, 0.185, 0.974], [0.319, -0.086, -1.118], [0.178, 0.131, 0.205], [0.684, 0.263, -1.100], [0.501, 0.091, -1.153], [-0.033, -0.052, 0.004], [-0.354, -0.064, 1.046], [0.784, -0.470, -0.116], [-0.166, -0.201, -0.109], [-0.788, -0.314, 1.132], [-0.031, 0.005, -0.078], [-0.007, 0.046, -0.012], [-0.858, 0.466, 0.326]], "mulliken_charge": [0.259, -0.724, 0.430, -0.034, 0.265, -0.190, 0.479, -1.091, -0.399, 0.135, 0.292, 0.301, 0.277]}


{"formula": "C4H5ClNOS", "method": "wB97M-V/def2-TZVPD", "fmax_ev_per_a": 5.99, "smiles": "C/C=[N+]([O-])\\C=C(/[S-])Cl", "de_lowest_kcal_mol": 13.4, "charge": -1, "lumo_energy_ev": 3.60, "elements": ["C", "C", "N", "O", "C", "C", "S", "Cl", "H", "H", "H", "H", "H"], "xyz": [[-0.201, -0.554, -0.392], [-0.615, 0.828, 0.096], [0.366, 1.668, 0.207], [0.255, 2.939, 0.420], [1.893, 1.043, -0.206], [2.659, 0.203, 0.452], [2.353, -0.798, 1.742], [4.218, -0.015, -0.659], [0.700, -1.001, 0.008], [0.062, -0.402, -1.472], [-1.030, -1.256, -0.467], [-1.558, 1.140, 0.115], [2.284, 1.660, -1.149]], "forces_ev_per_angstrom": [[-0.849, 0.578, -2.069], [5.475, -2.371, -0.529], [2.055, -0.073, -0.315], [0.330, -1.462, -0.226], [-1.821, 4.620, -2.556], [0.277, -0.870, -0.034], [0.552, -0.132, 0.394], [-0.338, -0.071, 0.731], [-0.407, -0.069, 0.696], [-0.155, -0.119, 0.518], [-0.125, -0.079, 0.573], [-3.719, 1.432, 0.411], [-1.275, -1.386, 2.404]], "mulliken_charge": [-0.954, -0.228, 0.506, -0.718, -0.851, 0.492, -0.476, -0.342, 0.138, 0.278, 0.333, 0.587, 0.235]}


{"formula": "C4H5ClO", "method": "wB97M-V/def2-TZVPD", "fmax_ev_per_a": 1.50, "smiles": "CC(=O)/C=C\\Cl", "de_lowest_kcal_mol": 2.1, "lumo_energy_ev": 0.25, "elements": ["C", "C", "O", "C", "C", "Cl", "H", "H", "H", "H", "H"], "xyz": [[0.882, 1.450, 0.078], [1.344, -0.028, 0.022], [2.511, -0.289, -0.102], [0.384, -1.163, 0.052], [-0.952, -1.088, 0.056], [-1.869, 0.355, -0.045], [0.257, 1.717, -0.801], [0.382, 1.641, 1.030], [1.794, 2.058, 0.000], [0.821, -2.137, 0.080], [-1.527, -2.022, 0.028]], "forces_ev_per_angstrom": [[0.727, -0.419, -0.543], [-0.577, 0.863, -0.409], [0.752, -0.137, 0.072], [-1.120, 0.949, 0.308], [0.683, -0.871, -0.352], [-0.582, -0.195, 0.108], [0.172, -0.284, 0.791], [-0.166, 0.137, -0.305], [-0.189, -0.250, 0.221], [0.300, -0.434, -0.014], [-0.001, 0.641, 0.122]], "mulliken_charge": [-1.228, 0.834, -0.520, -0.446, -0.182, -0.155, 0.351, 0.370, 0.280, 0.363, 0.334]}